This record from the Open Molecules 2025 dataset describes a molecular structure, C6H13AuN3OS. The level of theory is ωB97M-V with the def2-TZVPD basis set.

Properties
Relative energy (zero: lowest compared OMol25 entry of this formula, charge and spin) in eV: 1.1408
Expectation value of S²: 0.92
Molar mass in u: 372.2
Orbital gap (spin up / spin down) in eV: 5.996 / 6.859
LUMO (spin up / spin down) in eV: -9.81 / -9.71

```
! RIJCOSX wB97M-V def2-TZVPD def2/J DEFGRID3
* xyz 2 2
Au -1.1367 0.1549 0.2292
N -0.4049 2.2277 -0.2748
C 0.9839 1.9527 -0.7355
C 1.7510 1.2429 0.3669
N 0.9848 0.0871 0.9264
C 1.5273 -1.2774 0.6834
C 0.9101 -1.8993 -0.5494
N -0.5696 -1.9513 -0.3795
H -0.9498 2.6778 -1.0049
H -0.4121 2.8596 0.5230
H 1.5023 2.8698 -1.0133
H 0.9136 1.3283 -1.6270
H 1.9441 1.9377 1.1848
H 2.7189 0.9108 -0.0066
H 0.9148 0.2179 1.9297
H 1.2812 -1.8839 1.5568
H 2.6135 -1.2534 0.6009
H 1.3192 -2.8968 -0.7069
H 1.1213 -1.3079 -1.4402
H -0.8236 -2.6455 0.3203
H -1.0165 -2.2360 -1.2473
S -4.0313 1.6762 0.2524
C -3.2698 0.2830 0.2017
O -4.0732 -2.0820 0.0732
C -3.7988 -0.9932 0.1368
*
```

***

This record from the Open Molecules 2025 dataset describes a molecular structure, C7H6MnO6S. The level of theory is ωB97M-V with the def2-TZVPD basis set.

Properties
Relative energy (zero: lowest compared OMol25 entry of this formula, charge and spin) in eV: 0.0000
Expectation value of S²: 8.78
Molar mass in u: 273.1
Orbital gap (spin up / spin down) in eV: 8.498 / 6.038
LUMO (spin up / spin down) in eV: -8.79 / -11.72

```
! RIJCOSX wB97M-V def2-TZVPD def2/J DEFGRID3
* xyz 2 6
O -0.0571 3.2266 -1.4053
C -0.0578 2.0768 -1.4053
Mn -0.0591 0.1658 -1.4055
O -0.0589 0.1660 -4.4663
C -0.0590 0.1660 -3.3165
C -0.0605 -1.7453 -1.4057
O -0.0613 -2.8951 -1.4058
C -1.9701 0.1671 -1.4056
O -3.1199 0.1678 -1.4057
C 1.8519 0.1644 -1.4054
O 3.0016 0.1637 -1.4052
C 0.3852 0.8348 2.7574
S 0.0168 0.3201 1.0406
C 0.0353 -1.4639 1.4731
O -1.2975 1.1161 1.0954
H 1.3553 0.4058 3.0853
H -0.4337 0.5479 3.4514
H 0.4887 1.9403 2.7869
H 0.0207 -1.6388 2.5687
H -0.8832 -1.9517 1.0875
H 0.9622 -1.9350 1.0863
*
```